one.
Computed, not measured: a 2-piece molecular cluster, C3H11N3 overall, with the ωB97M-V functional and the def2-TZVPD basis.

XYZ file:
```
17
C3H11N3 | OMol25 | the ωB97M-V functional and the def2-TZVPD basis
C -1.8313 -1.0859 0.0420
C -0.8746 1.6731 0.2918
C 1.5471 -1.1551 0.5006
N 1.2174 0.3532 -1.2415
N -0.1073 0.4581 0.7815
N 0.9586 0.0957 0.1503
H -1.1477 -1.8098 0.4264
H -2.8129 -0.9038 0.3610
H -1.7090 -0.9870 -1.0617
H -0.0878 2.4351 0.3667
H -1.4035 1.6655 -0.7373
H -1.7314 1.8832 0.9509
H 2.5828 -1.0795 0.2299
H 1.5006 -1.2180 1.6451
H 1.0247 -1.9642 0.0063
H 0.6754 1.1690 -1.3627
H 2.1989 0.4706 -1.3493
```

Summary:
LUMO energy (spin up / spin down) in eV: 0.97 / 0.99
Gap between HOMO and LUMO (spin up / spin down) in eV: 8.3 / 7.5
Net charge: 0
Spin multiplicity: 1

Formally, the natural (NBO) partial charges of the atoms, in units of the elementary charge, are as follows: number 1, C, carries -0.602; number 2, C, carries -0.479; number 3, C, carries -0.411; number 4, N, carries -0.675; number 5, N, carries -0.228; number 6, N, carries -0.064; number 7, H, carries 0.171; number 8, H, carries 0.173; number 9, H, carries 0.162; number 10, H, carries 0.188; number 11, H, carries 0.193; number 12, H, carries 0.227; number 13, H, carries 0.194; number 14, H, carries 0.226; number 15, H, carries 0.202; number 16, H, carries 0.363; number 17, H, carries 0.360



two.
Computed, not measured: a 2-piece molecular cluster, C3H11N3 overall, with the ωB97M-V functional and the def2-TZVPD basis.

XYZ file:
```
17
C3H11N3 | OMol25 | the ωB97M-V functional and the def2-TZVPD basis
C -2.6190 -0.8823 -2.6170
C -2.5915 -1.6056 -1.4363
N -2.5628 -1.1526 -0.2181
H -3.3525 -0.1105 -2.5082
H -2.3826 -1.2473 -3.6004
H -2.8446 -2.6878 -1.4364
H -2.3717 -0.1380 -0.0500
H -1.9209 -1.6741 0.2962
N 1.5255 1.9299 1.0116
C 2.5596 1.2035 1.7513
N 2.7343 -0.2195 1.3910
H 1.5933 1.8144 -0.0222
H 1.7012 2.9827 1.1534
H 2.3008 1.1766 2.8255
H 3.5534 1.6556 1.6258
H 2.8237 -0.3241 0.3661
H 1.8538 -0.7210 1.4677
```

Summary:
LUMO energy in eV: 0.76
Gap between HOMO and LUMO in eV: 8.5
Net charge: 0
SMILES: C=CN.NCN
Spin multiplicity: 1

Formally, the natural (NBO) partial charges of the atoms, in units of the elementary charge, are as follows: number 1, C, carries -0.628; number 2, C, carries 0.065; number 3, N, carries -0.789; number 4, H, carries 0.198; number 5, H, carries 0.208; number 6, H, carries 0.187; number 7, H, carries 0.378; number 8, H, carries 0.381; number 9, N, carries -0.862; number 10, C, carries -0.052; number 11, N, carries -0.818; number 12, H, carries 0.355; number 13, H, carries 0.358; number 14, H, carries 0.178; number 15, H, carries 0.157; number 16, H, carries 0.340; number 17, H, carries 0.346



three.
Computed, not measured: one molecule with the formula C3H11N3, with the ωB97M-V functional and the def2-TZVPD basis.

XYZ file:
```
17
C3H11N3 | OMol25 | the ωB97M-V functional and the def2-TZVPD basis
N 2.6235 -0.2492 0.6757
C 1.4509 0.5877 1.0307
C 0.3386 0.6373 -0.0120
N -0.5106 -0.5384 0.1141
C -1.4583 -0.6756 -0.9454
N -2.4631 0.3804 -0.8182
H 3.0335 -0.4134 1.5886
H 2.2812 -1.1351 0.3229
H 0.8736 0.2391 1.8974
H 1.8056 1.5959 1.2332
H 0.7757 0.7664 -1.0125
H -0.2322 1.5442 0.1792
H 0.0839 -1.3605 0.1231
H -1.0614 -0.5266 -1.9766
H -1.9262 -1.6391 -1.1913
H -2.9779 0.4648 -1.6791
H -2.9920 0.3232 0.0376
```

Summary:
LUMO energy in eV: 1.06
Gap between HOMO and LUMO in eV: 10.0
Net charge: 0
SMILES: NCCNCN
Spin multiplicity: 1

Formally, the natural (NBO) partial charges of the atoms, in units of the elementary charge, are as follows: number 1, N, carries -0.821; number 2, C, carries -0.231; number 3, C, carries -0.231; number 4, N, carries -0.627; number 5, C, carries -0.049; number 6, N, carries -0.861; number 7, H, carries 0.354; number 8, H, carries 0.338; number 9, H, carries 0.173; number 10, H, carries 0.191; number 11, H, carries 0.169; number 12, H, carries 0.211; number 13, H, carries 0.349; number 14, H, carries 0.135; number 15, H, carries 0.170; number 16, H, carries 0.363; number 17, H, carries 0.365



Short version: three, two, one, most stable first.



one.
Computed, not measured: one molecule with the formula C3H11N3, with the ωB97M-V functional and the def2-TZVPD basis.

XYZ file:
```
17
C3H11N3 | OMol25 | the ωB97M-V functional and the def2-TZVPD basis
C 0.9478 -0.8444 0.8531
N 0.5821 -0.1184 -0.3436
C 1.6456 0.7247 -0.8564
N -0.7058 0.4988 -0.1593
C -1.6885 -0.3576 -0.8623
N -1.0734 0.8343 1.1067
H 0.3889 -1.7413 0.9000
H 2.0230 -1.2107 0.5331
H 0.9911 -0.2249 1.8344
H 1.3183 1.4585 -1.6382
H 2.0821 1.4558 0.0188
H 2.4853 0.0255 -1.1511
H -1.3712 -0.6035 -1.8931
H -1.6117 -1.2433 -0.2631
H -2.6668 -0.0590 -0.6815
H -1.3964 0.0151 1.6467
H -1.9505 1.3902 0.9557
```

Summary:
LUMO energy in eV: 1.06
Gap between HOMO and LUMO in eV: 9.1
Net charge: 0
SMILES: CN(C)N(C)N
Spin multiplicity: 1

Formally, the natural (NBO) partial charges of the atoms, in units of the elementary charge, are as follows: number 1, C, carries -0.446; number 2, N, carries -0.322; number 3, C, carries -0.406; number 4, N, carries -0.156; number 5, C, carries -0.424; number 6, N, carries -0.649; number 7, H, carries 0.198; number 8, H, carries 0.204; number 9, H, carries 0.198; number 10, H, carries 0.222; number 11, H, carries 0.153; number 12, H, carries 0.202; number 13, H, carries 0.220; number 14, H, carries 0.157; number 15, H, carries 0.189; number 16, H, carries 0.301; number 17, H, carries 0.358



two.
Computed, not measured: C3H11N3 as an isolated structure, with the ωB97M-V functional and the def2-TZVPD basis.

XYZ file:
```
17
C3H11N3 | OMol25 | the ωB97M-V functional and the def2-TZVPD basis
C 2.4083 -0.2626 -0.2625
N 1.0818 -0.5676 0.2350
H 1.1135 -0.7460 1.2374
H -0.3659 -1.2984 -0.5691
H 2.8324 0.6737 0.1302
H 2.3508 -0.1448 -1.3504
H 3.1125 -1.0791 -0.0638
N -2.1384 -0.7338 0.4970
N -0.5543 1.5276 0.7296
C -1.2026 -0.4672 -0.5861
C -0.2344 0.6217 -0.2643
H -2.3804 -1.7144 0.5518
H -2.9946 -0.2002 0.3930
H -1.0916 1.1296 1.4916
H -0.5371 2.5188 0.5488
H -1.6313 -0.3443 -1.5881
H 0.2316 1.0871 -1.1301
```

Summary:
LUMO energy in eV: 1.10
Gap between HOMO and LUMO in eV: 8.8
Net charge: 0
Spin multiplicity: 1

Formally, the natural (NBO) partial charges of the atoms, in units of the elementary charge, are as follows: number 1, C, carries -0.416; number 2, N, carries -0.741; number 3, H, carries 0.347; number 4, H, carries 0.288; number 5, H, carries 0.156; number 6, H, carries 0.175; number 7, H, carries 0.193; number 8, N, carries -0.861; number 9, N, carries -0.860; number 10, C, carries -0.333; number 11, C, carries 0.169; number 12, H, carries 0.370; number 13, H, carries 0.355; number 14, H, carries 0.401; number 15, H, carries 0.393; number 16, H, carries 0.171; number 17, H, carries 0.193



Short version: two, one, most stable first.



one.
Computed, not measured: C3H11N3 as an isolated structure, with the ωB97M-V functional and the def2-TZVPD basis.

XYZ file:
```
17
C3H11N3 | OMol25 | the ωB97M-V functional and the def2-TZVPD basis
C -1.5846 -0.0853 -0.8338
C -1.2559 0.2141 1.3350
N -1.0734 -1.2415 -1.2384
H -1.5882 -2.0844 -1.0210
H -0.0420 -1.2887 -1.0693
H -0.9982 0.7909 -1.0733
H -2.6615 -0.0005 -0.7563
H -0.5850 0.5593 2.1307
H -1.8077 -0.6606 1.6858
H -1.9565 1.0482 1.2569
N 1.1276 -0.4931 0.1150
C 2.6965 1.0816 -0.4851
N 1.5114 0.6105 -0.5668
H 1.8529 -0.8478 0.7499
H -0.0568 -0.1799 0.7138
H 2.9342 1.9782 -1.0426
H 3.4872 0.5992 0.0995
```

Summary:
LUMO energy in eV: 0.77
Gap between HOMO and LUMO in eV: 8.3
Net charge: 0
Spin multiplicity: 1

Formally, the natural (NBO) partial charges of the atoms, in units of the elementary charge, are as follows: number 1, C, carries 0.041; number 2, C, carries -0.992; number 3, N, carries -0.761; number 4, H, carries 0.380; number 5, H, carries 0.445; number 6, H, carries 0.230; number 7, H, carries 0.201; number 8, H, carries 0.246; number 9, H, carries 0.200; number 10, H, carries 0.218; number 11, N, carries -0.758; number 12, C, carries -0.215; number 13, N, carries -0.252; number 14, H, carries 0.319; number 15, H, carries 0.384; number 16, H, carries 0.177; number 17, H, carries 0.137



two.
Computed, not measured: a 2-piece molecular cluster, C3H11N3 overall, with the ωB97M-V functional and the def2-TZVPD basis.

XYZ file:
```
17
C3H11N3 | OMol25 | the ωB97M-V functional and the def2-TZVPD basis
H -0.2545 0.6209 -1.1549
N 0.4756 1.3174 -1.1704
C 1.5790 1.0250 -0.6170
N 2.7393 1.6958 -0.9446
H 1.6990 0.3979 0.2752
H 3.5433 1.0895 -1.0325
H 2.6584 2.3578 -1.7016
C -2.5220 -0.5380 1.2791
C -1.7762 -1.7446 0.6963
N -0.3627 -1.5039 0.6081
H -3.5131 -0.9240 1.5579
H -2.7145 0.2454 0.5479
H -2.0924 -0.1827 2.2186
H -2.2776 -1.8900 -0.2691
H -1.8963 -2.6080 1.3385
H 0.0110 -0.6739 0.1732
H 0.1484 -2.2667 0.1854
```

Summary:
LUMO energy in eV: 1.03
Gap between HOMO and LUMO in eV: 10.1
Net charge: 0
SMILES: [H]/N=C/N.CCN
Spin multiplicity: 1

Formally, the natural (NBO) partial charges of the atoms, in units of the elementary charge, are as follows: number 1, H, carries 0.353; number 2, N, carries -0.733; number 3, C, carries 0.282; number 4, N, carries -0.820; number 5, H, carries 0.151; number 6, H, carries 0.383; number 7, H, carries 0.388; number 8, C, carries -0.616; number 9, C, carries -0.209; number 10, N, carries -0.856; number 11, H, carries 0.207; number 12, H, carries 0.206; number 13, H, carries 0.212; number 14, H, carries 0.156; number 15, H, carries 0.188; number 16, H, carries 0.352; number 17, H, carries 0.356



three.
Computed, not measured: a 2-piece molecular cluster, C3H11N3 overall, with the ωB97M-V functional and the def2-TZVPD basis.

XYZ file:
```
17
C3H11N3 | OMol25 | the ωB97M-V functional and the def2-TZVPD basis
C -1.5940 -0.3006 1.8652
C 1.9527 0.9753 -0.8893
C -1.5889 0.6477 0.6099
N 0.5901 -2.0617 -1.5709
N 1.0507 -0.9082 -1.4060
N 0.9642 -0.1078 -0.4562
H -2.5222 -0.1490 2.3646
H -1.4324 -1.3249 1.7211
H -0.8795 0.1233 2.6077
H 1.7810 1.8418 -0.3141
H 2.9008 0.6494 -0.8464
H 1.7819 1.3570 -1.9696
H -2.0273 1.5067 0.9460
H -0.6542 0.8300 0.1960
H -2.2497 0.0338 -0.1919
H 0.0177 -2.6073 -0.8032
H 1.5816 -0.6272 -2.2631
```

Summary:
LUMO energy in eV: 0.95
Gap between HOMO and LUMO in eV: 9.7
Net charge: 0
Spin multiplicity: 1

Formally, the natural (NBO) partial charges of the atoms, in units of the elementary charge, are as follows: number 1, C, carries -0.599; number 2, C, carries -0.455; number 3, C, carries -0.582; number 4, N, carries -0.535; number 5, N, carries 0.019; number 6, N, carries -0.302; number 7, H, carries 0.196; number 8, H, carries 0.197; number 9, H, carries 0.193; number 10, H, carries 0.213; number 11, H, carries 0.188; number 12, H, carries 0.170; number 13, H, carries 0.190; number 14, H, carries 0.218; number 15, H, carries 0.179; number 16, H, carries 0.350; number 17, H, carries 0.361



Short version: two, three, one, most stable first.